[1]
{
  "formula": "C17H35Br16NO2",
  "method": "the ωB97M-V functional and the def2-TZVPD basis",
  "species": ["C", "N", "O", "O", "H", "H", "H", "Br", "C", "C", "Br", "H", "H", "H", "H", "Br", "C", "C", "Br", "H", "H", "H", "H", "Br", "C", "C", "Br", "H", "H", "H", "H", "Br", "C", "C", "Br", "H", "H", "H", "H", "Br", "C", "C", "Br", "H", "H", "H", "H", "Br", "C", "C", "Br", "H", "H", "H", "H", "Br", "C", "C", "Br", "H", "H", "H", "H", "Br", "C", "C", "Br", "H", "H", "H", "H"],
  "coordinates": [[-0.61757, 0.30250, 5.27090], [-0.13731, -0.93350, 4.57971], [0.05930, -0.92810, 3.38559], [0.06523, -1.88377, 5.28844], [0.19698, 0.94419, 5.64665], [-1.29231, -0.06570, 6.01077], [-1.19202, 0.90230, 4.50670], [-5.01943, 0.81361, 0.83888], [-3.52724, 1.39828, 1.98208], [-2.83502, 2.58379, 1.26129], [-1.22772, 3.06962, 2.30443], [-2.89810, 0.46530, 2.05998], [-4.01901, 1.68388, 2.85531], [-3.48947, 3.43600, 1.15617], [-2.48381, 2.36910, 0.23614], [-3.13299, -2.75701, 3.30760], [-1.46025, -3.90984, 3.27894], [-0.64473, -3.60347, 2.08153], [0.97251, -4.65130, 2.24734], [-1.80759, -4.96835, 3.27747], [-0.98984, -3.75179, 4.25641], [-0.36494, -2.56155, 2.12831], [-1.12987, -3.92064, 1.17520], [-5.52850, -3.27380, -1.05489], [-4.69434, -2.37433, -2.64766], [-4.64541, -0.87469, -2.46508], [-3.65954, -0.16352, -3.97941], [-5.22898, -2.68577, -3.52457], [-3.69761, -2.75395, -2.58808], [-4.16185, -0.62753, -1.50066], [-5.62419, -0.45911, -2.51421], [5.48995, -1.32567, 2.50374], [4.58425, 0.40363, 2.53890], [3.26068, 0.16250, 3.40660], [2.28642, 1.85217, 3.44181], [4.34913, 0.73010, 1.52849], [5.22830, 1.18303, 2.93890], [3.52359, -0.15304, 4.39832], [2.60463, -0.53877, 2.95512], [-0.41118, 3.40236, -1.22681], [-1.45644, 3.64361, -2.82731], [-1.80421, 5.13197, -2.89310], [-3.15424, 5.45406, -1.54962], [-2.37754, 3.04742, -2.79949], [-0.84814, 3.35256, -3.68501], [-2.28271, 5.24084, -3.86188], [-1.00973, 5.87722, -2.86134], [4.96421, 3.67856, 0.20338], [4.76253, 3.14340, -1.64193], [3.48611, 2.50222, -1.75233], [3.09186, 1.75413, -3.57924], [5.58779, 2.43883, -1.81082], [4.81943, 4.01917, -2.19318], [2.64611, 3.15075, -1.52945], [3.33225, 1.60422, -1.12564], [2.14141, -0.84177, 0.08923], [0.39269, -0.10209, -0.21677], [-0.21908, -0.53876, -1.53411], [-0.83117, -2.30794, -1.50879], [0.55248, 0.96483, -0.24673], [-0.23886, -0.33747, 0.63833], [0.58431, -0.51217, -2.22935], [-1.00548, 0.12891, -1.82669], [3.36557, -1.70887, -5.34505], [3.22798, -2.77425, -3.65737], [2.34766, -3.93651, -3.97247], [2.02746, -5.05938, -2.41191], [2.80277, -2.14151, -2.85869], [4.24549, -3.16030, -3.44800], [2.78648, -4.60850, -4.66678], [1.36288, -3.64035, -4.24421]],
  "mulliken_charge": [-0.62, 0.81, -0.30, -0.56, 0.26, 0.35, 0.08, -0.17, -0.49, -0.24, -0.15, 0.11, 0.47, 0.42, 0.03, -0.22, -0.75, 0.24, -0.16, 0.46, 0.39, -0.31, 0.35, -0.18, -0.56, -0.20, -0.18, 0.44, 0.18, -0.01, 0.47, -0.16, -0.34, -0.36, -0.19, -0.01, 0.47, 0.51, 0.07, -0.08, -0.72, -0.57, -0.14, 0.39, 0.40, 0.37, 0.39, -0.17, -0.49, -0.06, -0.19, 0.36, 0.45, 0.24, -0.14, -0.21, 0.08, -0.22, -0.13, -0.14, 0.16, 0.29, 0.20, -0.18, -0.26, -0.72, -0.15, 0.10, 0.40, 0.42, 0.38],
  "lumo_ev": 0.005,
  "relative_energy_kcal_mol": 0.0,
  "smiles": "C[N+](=O)[O-].BrCCBr.BrCCBr.BrCCBr.BrCCBr.BrCCBr.BrCCBr.BrCCBr.BrCCBr",
  "charge": 0,
  "largest_force_ev_per_a": 3.73,
  "homo_energy_ev": -10.02,
  "gap_ha": 0.36843
}

=====

[2]
{
  "formula": "C17H35BrNO3",
  "method": "the ωB97M-V functional and the def2-TZVPD basis",
  "species": ["Br", "C", "C", "C", "C", "N", "C", "H", "H", "H", "H", "H", "C", "C", "O", "C", "C", "H", "H", "H", "H", "H", "H", "H", "H", "H", "H", "C", "C", "O", "C", "C", "H", "H", "H", "H", "H", "H", "H", "H", "H", "H", "C", "C", "O", "C", "C", "H", "H", "H", "H", "H", "H", "H", "H", "H", "H"],
  "coordinates": [[1.49268, -0.22139, -4.97955], [-0.34696, 0.03139, -4.80154], [-1.19988, -1.04340, -4.52914], [-2.56152, -0.81316, -4.35558], [-3.04038, 0.47363, -4.45918], [-2.19277, 1.47669, -4.73492], [-0.87008, 1.30157, -4.90681], [-0.79494, -2.04454, -4.44637], [-3.24532, -1.61880, -4.12261], [-4.08634, 0.71153, -4.31600], [-2.56946, 2.41459, -4.80935], [-0.26039, 2.16984, -5.11366], [1.11485, 1.02286, -1.23437], [0.65651, -0.34161, -0.74455], [1.59035, -1.37559, -0.96143], [2.84907, -1.22902, -0.31243], [2.76383, -1.14289, 1.19906], [1.38133, 0.96486, -2.29126], [0.31245, 1.75224, -1.10474], [1.98598, 1.39318, -0.69477], [-0.23049, -0.64980, -1.30612], [0.35698, -0.29076, 0.30806], [3.38866, -0.36545, -0.71774], [3.41236, -2.11579, -0.60043], [2.21506, -0.25907, 1.52986], [3.76410, -1.08589, 1.62981], [2.26167, -2.02135, 1.60610], [4.59208, 2.34137, 3.81252], [4.08415, 0.98997, 4.28648], [4.96977, -0.08440, 4.03220], [6.24722, 0.00067, 4.64460], [6.20599, 0.06522, 6.16085], [4.82000, 2.31158, 2.74566], [3.83320, 3.10519, 3.98649], [5.49530, 2.64881, 4.34016], [3.17366, 0.73316, 3.74281], [3.81537, 1.03298, 5.34768], [6.81164, 0.84800, 4.23945], [6.76670, -0.90427, 4.32982], [5.70777, 0.96565, 6.52208], [7.22146, 0.06882, 6.55758], [5.67870, -0.79901, 6.56654], [-4.26389, -1.23900, 0.05292], [-4.62775, -0.34316, -1.11701], [-5.57365, -0.88527, -2.01976], [-6.84882, -1.20696, -1.47149], [-7.57842, -0.02198, -0.86747], [-3.90523, -2.20710, -0.29932], [-3.47900, -0.77197, 0.64846], [-5.11507, -1.41521, 0.71027], [-3.73688, -0.17947, -1.73145], [-4.94970, 0.64112, -0.75810], [-6.75256, -2.01570, -0.74065], [-7.41888, -1.60458, -2.31027], [-7.04863, 0.39796, -0.01161], [-8.56327, -0.33519, -0.52212], [-7.70857, 0.76886, -1.60767]],
  "nbo_charge": [0.20, -0.14, -0.10, -0.21, 0.08, -0.41, 0.05, 0.27, 0.28, 0.26, 0.45, 0.26, -0.65, -0.06, -0.54, -0.07, -0.65, 0.19, 0.21, 0.22, 0.16, 0.17, 0.16, 0.19, 0.20, 0.24, 0.22, -0.65, -0.06, -0.54, -0.06, -0.65, 0.21, 0.22, 0.21, 0.18, 0.16, 0.16, 0.19, 0.20, 0.22, 0.21, -0.65, -0.06, -0.56, -0.07, -0.65, 0.21, 0.22, 0.22, 0.15, 0.17, 0.17, 0.19, 0.21, 0.23, 0.21],
  "lumo_ev": -4.636,
  "relative_energy_kcal_mol": 0.0,
  "charge": 1,
  "largest_force_ev_per_a": 0.30,
  "homo_energy_ev": -11.12,
  "gap_ha": 0.23819
}

=====

[3]
{
  "formula": "C17H35F6O21S2V3",
  "method": "the ωB97M-V functional and the def2-TZVPD basis",
  "species": ["O", "V", "O", "O", "V", "O", "O", "V", "O", "C", "F", "F", "F", "S", "O", "O", "O", "S", "O", "O", "O", "O", "C", "O", "C", "C", "O", "C", "H", "H", "H", "H", "H", "H", "H", "H", "H", "H", "C", "O", "C", "C", "O", "C", "H", "H", "H", "H", "H", "H", "H", "H", "H", "H", "C", "O", "C", "C", "O", "C", "H", "H", "H", "H", "H", "H", "H", "H", "H", "H", "C", "C", "O", "C", "O", "C", "F", "F", "F", "H", "H", "H", "H", "H"],
  "coordinates": [[-2.54491, 4.38025, -0.83734], [-1.22314, 4.30505, -1.66485], [-1.50565, 3.73475, -3.10091], [1.59717, 3.08625, 3.47281], [2.25328, 3.12628, 2.05361], [2.93378, 1.72395, 1.79610], [3.85042, 0.88396, -1.36081], [2.57076, 0.25748, -1.97519], [2.60711, -1.32781, -1.75505], [-1.22084, 0.28421, 0.60307], [-0.82059, -0.18336, 1.77106], [-1.28963, -0.71555, -0.28923], [-2.41801, 0.84955, 0.70807], [-0.00373, 1.52826, -0.02176], [0.38299, 2.29357, 1.11657], [1.05162, 0.73703, -0.63260], [-0.75232, 2.29891, -1.00118], [1.41313, 5.26353, 0.35327], [0.12575, 5.12346, -0.42283], [2.13863, 6.42878, -0.10432], [1.20642, 5.26283, 1.81138], [2.30578, 4.05111, 0.12623], [-0.56229, 0.01543, -3.35035], [0.87574, 0.09862, -3.51412], [1.27741, -0.29907, -4.81033], [2.71607, 0.05149, -5.09815], [3.46808, -0.11051, -3.90348], [4.90139, -0.12390, -4.11010], [-0.77518, -0.87597, -2.75555], [-1.08524, -0.00560, -4.29962], [-0.89191, 0.86915, -2.76188], [0.68001, 0.17659, -5.59938], [1.06453, -1.36903, -4.92364], [2.79225, 1.09621, -5.41534], [3.06153, -0.62007, -5.88540], [5.16543, 0.72062, -4.74666], [5.16486, -1.06118, -4.59629], [5.35643, -0.04253, -3.13176], [-2.05467, 8.29064, 2.43922], [-1.59614, 7.06210, 2.94299], [-2.53024, 6.01588, 2.75054], [-1.79859, 4.68754, 2.86269], [-0.90158, 4.61397, 3.94839], [-1.49835, 4.61614, 5.19560], [-3.13339, 8.40818, 2.63801], [-1.79242, 8.43140, 1.39154], [-1.63016, 9.09402, 3.05164], [-2.96414, 6.05101, 1.73695], [-3.36546, 6.14825, 3.45519], [-1.23906, 4.52771, 1.94618], [-2.49468, 3.83831, 2.98542], [-2.19242, 3.76190, 5.31585], [-1.97731, 5.56400, 5.45510], [-0.71066, 4.38619, 5.91798], [-1.56756, -6.49845, -0.58609], [-1.65179, -5.22639, 0.01529], [-2.00813, -4.21163, -0.86825], [-3.47222, -4.22633, -1.23848], [-4.36950, -4.16013, -0.16517], [-3.98269, -3.35180, 0.91495], [-2.52607, -6.90130, -0.94458], [-1.17490, -7.19043, 0.15174], [-0.91118, -6.47137, -1.47025], [-1.39444, -4.22214, -1.78226], [-1.75618, -3.27648, -0.36117], [-3.68705, -5.11732, -1.83201], [-3.66305, -3.38194, -1.93012], [-3.67860, -2.34151, 0.57035], [-3.13639, -3.73642, 1.48869], [-4.87514, -3.20287, 1.51459], [1.55137, -3.06283, 1.42449], [1.11996, -4.50026, 1.31161], [2.25848, -5.31256, 1.70771], [2.20524, -6.58676, 1.41872], [1.27025, -7.17380, 0.98240], [3.54275, -7.28245, 1.76563], [3.97433, -7.96312, 0.69161], [4.50221, -6.42147, 2.13920], [3.35513, -8.15110, 2.75214], [2.36950, -2.86123, 0.72584], [1.86523, -2.73950, 2.41283], [0.74875, -2.40214, 1.08205], [0.79011, -4.74778, 0.30897], [0.31378, -4.68846, 2.02220]],
  "mulliken_charge": [-0.48, 1.59, -0.69, -0.53, 1.17, -0.59, -0.58, 1.27, -0.41, 0.49, -0.15, -0.15, -0.20, 0.23, 0.34, -0.10, -0.16, 1.15, -0.60, -0.64, -0.68, -0.72, -0.31, -0.09, -0.53, -0.65, -0.10, -0.83, 0.11, 0.49, -0.17, 0.45, 0.40, 0.41, 0.34, 0.34, 0.30, 0.26, -0.83, -0.25, -0.49, 0.20, -0.13, -0.86, 0.36, 0.24, 0.25, 0.43, 0.35, -0.51, 0.41, 0.34, 0.24, 0.24, -0.81, -0.27, -0.10, -0.60, -0.38, -0.42, 0.30, 0.28, 0.35, 0.49, -0.15, 0.40, 0.34, 0.08, 0.17, 0.35, -0.88, -0.02, -0.24, 0.36, -0.49, 0.84, -0.26, -0.24, -0.25, 0.30, 0.43, 0.02, 0.18, 0.23],
  "lumo_ev": -1.682,
  "relative_energy_kcal_mol": 15.8,
  "charge": 0,
  "largest_force_ev_per_a": 4.11,
  "homo_energy_ev": -8.97,
  "gap_ha": 0.26778
}

=====

[4]
{
  "formula": "C17H35N3O8V",
  "method": "the ωB97M-V functional and the def2-TZVPD basis",
  "species": ["V", "C", "C", "O", "O", "H", "H", "H", "C", "C", "O", "H", "H", "H", "H", "H", "C", "C", "O", "N", "C", "H", "H", "H", "H", "H", "H", "H", "C", "C", "O", "N", "C", "H", "H", "H", "H", "H", "H", "H", "C", "C", "O", "N", "C", "H", "H", "H", "H", "H", "H", "H", "O", "C", "O", "C", "C", "C", "H", "H", "H", "H", "H", "H"],
  "coordinates": [[3.79053, -12.94176, 10.06167], [6.38299, -16.26595, 9.63928], [6.32559, -14.77342, 9.89815], [7.28977, -14.11560, 9.51968], [5.30613, -14.32157, 10.53649], [5.38283, -16.69814, 9.52955], [6.94207, -16.76633, 10.43097], [6.91357, -16.49645, 8.71544], [4.75047, -8.95280, 9.63851], [4.79172, -10.08458, 10.66447], [5.16494, -11.31910, 10.16832], [5.27286, -8.04903, 9.97160], [3.73524, -8.58061, 9.41537], [5.11862, -9.23051, 8.65106], [3.77799, -10.18905, 11.11156], [5.41578, -9.76924, 11.52880], [-0.17107, -11.98598, 9.06919], [0.74765, -11.29314, 10.04135], [1.95334, -11.47211, 9.98346], [0.18377, -10.57750, 11.03137], [0.91373, -9.75668, 11.97792], [-0.00967, -13.06407, 9.14630], [0.09142, -11.71083, 8.05098], [-1.21513, -11.83205, 9.34628], [-0.80850, -10.49041, 11.16452], [0.83768, -10.21023, 12.96594], [0.55475, -8.72519, 11.96563], [1.96296, -9.63160, 11.71174], [3.36997, -13.78358, 5.61119], [3.16272, -12.73963, 6.67137], [3.38815, -13.02035, 7.84350], [2.68681, -11.53852, 6.28623], [2.88920, -10.29354, 7.00101], [3.99112, -14.57680, 6.01141], [3.73539, -13.39221, 4.65984], [2.42999, -14.25213, 5.28792], [2.43225, -11.48500, 5.31422], [3.57296, -10.43189, 7.82908], [1.94082, -9.91771, 7.40443], [3.22000, -9.50564, 6.32445], [1.90379, -16.48560, 8.46349], [1.68881, -15.47520, 9.55216], [2.55292, -14.69698, 9.90080], [0.44251, -15.44238, 10.10138], [0.19747, -14.87649, 11.41181], [2.98366, -16.60150, 8.36128], [1.56369, -16.01015, 7.54297], [1.52325, -17.47292, 8.70725], [-0.17158, -16.18268, 9.80192], [0.76668, -13.95296, 11.49480], [0.41441, -15.59682, 12.20231], [-0.85500, -14.61602, 11.54313], [3.19475, -12.60752, 12.12724], [3.28940, -12.28546, 13.27256], [2.23246, -12.36815, 14.11520], [2.63569, -11.92305, 15.42259], [3.75827, -10.93213, 15.14913], [4.44154, -11.57698, 13.94118], [2.92596, -12.74358, 16.08204], [1.78287, -11.46429, 15.92214], [4.52718, -10.85881, 15.91938], [3.38585, -9.93083, 14.94491], [5.26431, -12.27368, 14.11367], [4.85648, -10.92355, 13.16847]],
  "lowdin_spin": [2.77, 0.00, 0.01, 0.00, 0.03, 0.00, 0.00, 0.00, 0.00, 0.00, 0.03, 0.00, 0.00, 0.00, 0.00, 0.00, 0.00, 0.01, 0.01, 0.00, 0.00, 0.00, 0.00, 0.00, 0.00, 0.00, 0.00, 0.00, 0.00, 0.01, 0.02, 0.00, 0.00, 0.00, 0.00, 0.00, 0.00, 0.00, 0.00, 0.00, 0.00, 0.01, 0.02, 0.01, 0.00, 0.00, 0.00, 0.00, 0.00, 0.00, 0.00, 0.00, 0.02, 0.01, 0.01, 0.00, 0.00, 0.00, 0.00, 0.00, 0.00, 0.00, 0.00, 0.00],
  "lumo_ev": [0.212, 0.207],
  "s2": 3.755,
  "charge": 0,
  "largest_force_ev_per_a": 1.72,
  "spin_multiplicity": 4,
  "homo_energy_ev": [-5.58, -6.71],
  "gap_ha": [0.21279, 0.25407]
}

=====

Number 1: E_tot -42058.12302 Ha. Number 2: E_tot -3522.93482 Ha. Number 3: E_tot -6476.35128 Ha. Number 4: E_tot -2379.03040 Ha.